Entry 1:
This record from the OMol25 dataset describes a single C20H24N4O6S molecule at a distorted geometry. The level of theory is ωB97M-V with the def2-TZVPD basis set.

Maximum force, Eh/bohr: 0.0255
Lowest unoccupied orbital energy, eV: 0.42
HOMO-LUMO gap, Eh: 0.3185
Relative energy (zero: lowest compared OMol25 entry of this formula, charge and spin), kcal per mole: 2.3

ORCA input file:
```
! RIJCOSX wB97M-V def2-TZVPD def2/J DEFGRID3
* xyz 0 1
C -4.7204 -2.9965 0.0396
C -3.3377 -2.9643 0.6627
O -2.9450 -1.6011 0.8061
C -1.6686 -1.3722 1.1070
O -0.8591 -2.2801 1.2577
C -1.3167 0.0345 1.2111
C -0.0114 0.3941 1.5197
N 1.0227 -0.4765 1.7460
C 2.2815 -0.0011 1.9413
O 2.4733 1.1919 2.0913
C 3.4103 -1.0187 1.8886
N 4.1883 -0.9548 0.6606
C 4.6020 0.3774 0.2459
C 3.8050 0.9092 -0.9627
N 2.4775 0.3301 -1.0513
C 1.4301 1.1491 -1.3114
O 1.5334 2.3713 -1.2744
C 0.1231 0.5766 -1.6757
C -0.9734 1.3058 -2.0721
C -1.9814 0.3747 -2.3899
C -1.4368 -0.8529 -2.1635
O -0.1712 -0.7455 -1.7398
C 2.4259 -1.1174 -1.1054
C 3.6942 -1.7107 -0.4623
S 0.2523 2.0807 1.5029
C -1.3960 2.3349 0.9937
C -1.8003 3.6899 0.5660
N -0.7869 4.3842 -0.0029
O -2.9232 4.1414 0.6838
C -2.1260 1.1797 0.9299
C -3.5735 1.1297 0.5874
H -4.7037 -2.5237 -0.9389
H -5.4249 -2.4612 0.6699
H -5.0494 -4.0260 -0.0676
H -3.3368 -3.4382 1.6512
H -2.6015 -3.4849 0.0391
H 0.7591 -1.4629 1.6732
H 3.0278 -2.0334 2.0068
H 4.0954 -0.7976 2.7150
H 5.6617 0.3298 -0.0322
H 4.5010 1.0584 1.0891
H 3.6763 1.9895 -0.8891
H 4.3412 0.6809 -1.8929
H -1.0306 2.3723 -2.1315
H -2.9679 0.5907 -2.7441
H -1.8299 -1.8451 -2.2715
H 1.5469 -1.4690 -0.5637
H 2.3428 -1.4645 -2.1443
H 4.5052 -1.7404 -1.1958
H 3.4906 -2.7365 -0.1476
H 0.0934 3.9527 -0.2414
H -0.9795 5.3101 -0.3473
H -3.9381 2.1349 0.3986
H -4.1303 0.7008 1.4184
H -3.7410 0.5000 -0.2833
*
```

=====

Entry 2:
This record from the OMol25 dataset describes a 11-piece molecular cluster, C50H138N25O7P7 overall at a distorted geometry. The level of theory is ωB97M-V with the def2-TZVPD basis set.

Maximum force, Eh/bohr: 0.0751
Lowest unoccupied orbital energy, eV: 0.23
HOMO-LUMO gap, Eh: 0.3008
Relative energy (zero: lowest compared OMol25 entry of this formula, charge and spin), kcal per mole: 0.0

ORCA input file:
```
! RIJCOSX wB97M-V def2-TZVPD def2/J DEFGRID3
* xyz 0 1
C 13.5960 14.0238 22.5059
N 15.0573 13.8114 22.6670
C 15.4258 13.0157 23.8277
P 15.9955 14.9480 21.8662
O 15.5771 15.2453 20.4662
N 15.9373 16.3024 22.7129
C 15.1682 17.4219 22.2299
C 16.2509 16.4199 24.1302
N 17.4716 14.2201 22.0018
C 17.7345 13.0342 21.2622
C 18.5617 15.2569 21.7808
H 13.0804 14.3119 23.4353
H 13.1141 13.0977 22.2596
H 13.3800 14.8380 21.8362
H 16.4858 13.0544 24.0532
H 15.1028 11.9862 23.7935
H 14.8864 13.4353 24.6570
H 14.4164 17.6351 22.9961
H 15.8242 18.2933 22.1267
H 14.6609 17.2282 21.2592
H 15.3351 16.4023 24.7415
H 16.8840 15.5622 24.4672
H 16.8017 17.3665 24.3088
H 17.1465 12.2428 21.6435
H 17.5456 13.2507 20.1776
H 18.7790 12.7584 21.3475
H 19.3550 15.1842 22.5266
H 18.2142 16.2866 21.9313
H 19.0606 15.1549 20.8073
C 22.2609 15.1455 10.0138
N 22.9767 13.9515 10.4601
C 24.3953 14.0890 10.4837
P 22.1183 12.9724 11.4898
O 21.6240 13.5498 12.7675
N 20.8175 12.5964 10.5208
C 19.5564 12.2504 11.1194
C 21.0201 12.1434 9.1536
N 22.9768 11.6063 11.7457
C 23.4906 11.3352 13.0364
C 23.5208 10.7654 10.7350
H 22.9394 15.7651 9.5105
H 21.7058 15.6666 10.7912
H 21.3609 14.9103 9.4275
H 24.8206 15.0770 10.8237
H 24.8459 13.9961 9.5467
H 24.7468 13.4137 11.2554
H 18.7769 12.6467 10.4939
H 19.4451 11.1357 11.2453
H 19.4349 12.6853 12.1062
H 20.3345 12.7625 8.5533
H 22.0377 12.3541 8.8618
H 20.8557 11.0493 8.9654
H 23.2791 10.3109 13.3777
H 24.5989 11.5294 13.0896
H 23.0155 11.9800 13.7995
H 24.6532 10.8561 10.6882
H 23.1824 11.0497 9.7588
H 23.2991 9.6923 10.8851
C 22.1164 11.5137 20.0502
N 23.4104 11.0670 20.4209
C 23.7774 9.8051 19.9000
P 24.5000 12.1509 21.0073
O 25.6888 11.4164 21.3727
N 24.6985 13.3981 19.9119
C 25.5783 14.4326 20.4145
C 25.0182 12.9788 18.5596
N 23.8105 12.9359 22.2951
C 22.7482 14.0047 22.2505
C 23.9888 12.3604 23.6336
H 21.7933 11.0396 19.0727
H 21.9850 12.6236 19.7833
H 21.3057 11.2311 20.7508
H 23.0859 9.0933 20.4177
H 24.7549 9.5533 20.3567
H 23.6904 9.6756 18.8073
H 25.5638 14.3717 21.5226
H 26.6481 14.1900 20.2526
H 25.3753 15.4352 20.0685
H 26.0510 12.5494 18.5113
H 24.2949 12.1996 18.2676
H 24.9786 13.8926 17.9517
H 21.7231 13.6794 22.2828
H 22.9193 14.6741 23.0665
H 22.8600 14.6084 21.3402
H 23.0188 12.0125 24.0288
H 24.2768 13.2191 24.2363
H 24.7791 11.5969 23.6044
C 10.7008 17.5188 11.2731
N 11.3640 16.2465 11.4679
C 10.5124 15.0751 11.5146
P 12.9317 16.2196 12.0412
O 13.7397 17.2033 11.2867
N 12.9591 16.6872 13.6458
C 13.3501 18.1016 13.8566
C 12.0820 16.2111 14.7316
N 13.3786 14.6557 12.0142
C 13.4855 13.8807 10.7297
C 14.4284 14.2065 12.9166
H 11.4891 18.2675 11.3949
H 9.8957 17.7634 11.9930
H 10.2416 17.6621 10.3037
H 9.5976 15.1720 10.9428
H 10.0844 14.8036 12.5027
H 11.0461 14.1722 11.2402
H 14.0434 18.2391 14.6804
H 13.7266 18.5192 12.9290
H 12.4450 18.6747 14.1804
H 12.6502 16.3676 15.6742
H 11.2583 16.8853 14.6637
H 11.8567 15.1416 14.6567
H 13.0609 12.9186 10.8620
H 13.0116 14.4077 9.9247
H 14.5422 13.7564 10.5779
H 14.4576 13.1255 12.9912
H 14.2362 14.6217 13.9261
H 15.3923 14.6347 12.6173
C 18.7521 15.7037 12.9613
N 18.8758 16.2205 14.3614
C 19.9560 17.2100 14.4123
P 18.3463 15.4024 15.7305
O 17.4026 14.2677 15.3439
N 19.6227 15.0762 16.7187
C 19.5024 14.7328 18.1374
C 20.8070 14.4849 16.0902
N 17.5379 16.4354 16.7620
C 16.1297 16.6969 16.4935
C 18.1032 17.5982 17.4205
H 18.8887 16.5191 12.2763
H 17.7759 15.2714 12.8672
H 19.5472 15.0011 12.7578
H 20.8975 16.8022 13.9652
H 20.2411 17.6064 15.3795
H 19.7203 18.1041 13.7689
H 20.0801 15.4771 18.6825
H 18.4593 14.7398 18.4694
H 19.9470 13.7446 18.2458
H 21.1914 15.1242 15.2782
H 21.5751 14.3468 16.7687
H 20.6333 13.4273 15.7274
H 16.0050 17.6338 15.9314
H 15.7275 15.7903 16.0221
H 15.6199 16.8171 17.4294
H 19.1824 17.4742 17.5618
H 17.6426 17.6598 18.4454
H 18.0170 18.5065 16.7918
C 16.9595 22.1735 13.8698
N 17.5562 21.8533 12.5802
C 19.0264 22.0086 12.5365
P 16.8972 21.0802 11.2776
O 17.4257 21.4073 9.9415
N 17.0363 19.4126 11.5258
C 16.8368 18.7795 12.8282
C 17.0035 18.4688 10.4507
N 15.2523 21.4759 11.5703
C 14.8679 22.8940 11.4687
C 14.2198 20.4697 11.3883
H 15.9106 22.0101 13.7905
H 17.1147 23.1980 14.1198
H 17.4581 21.5534 14.6361
H 19.3493 22.0699 11.5440
H 19.5361 21.1573 13.0590
H 19.3540 22.9211 13.0140
H 17.5900 17.9699 12.9450
H 17.1147 19.4762 13.6418
H 15.8358 18.3854 13.0006
H 17.5922 17.5990 10.7090
H 15.9796 18.1000 10.3349
H 17.3162 18.9698 9.5198
H 15.7673 23.5017 11.6621
H 14.6676 23.1530 10.4574
H 14.0342 23.1587 12.1748
H 13.4910 20.5264 10.5286
H 13.5791 20.4753 12.2640
H 14.6605 19.4781 11.4119
C 13.9163 12.5045 19.4037
N 14.1771 12.2153 17.9956
C 15.2702 13.1351 17.5750
P 14.1379 10.6898 17.4348
O 15.3122 9.8086 17.6810
N 12.8449 9.8749 18.0607
C 13.0571 9.0096 19.2175
C 11.5189 10.5902 18.2614
N 13.8345 10.9647 15.8132
C 13.0846 12.0944 15.2961
C 13.7930 9.8436 14.9047
H 13.8567 13.6287 19.4889
H 14.7979 12.2053 20.0132
H 13.0417 11.9937 19.7679
H 15.0555 14.1936 17.7808
H 15.4954 13.0876 16.5035
H 16.1315 12.8652 18.1637
H 14.0718 8.8118 19.3426
H 12.7067 9.5173 20.1232
H 12.4967 8.0633 19.0733
H 11.3786 11.2379 17.4230
H 10.7667 9.8125 18.1279
H 11.3758 11.0940 19.2268
H 12.0014 11.7935 15.3269
H 13.1948 13.0009 15.8774
H 13.3589 12.3657 14.3045
H 12.7766 9.3950 14.8590
H 14.5083 9.1397 15.2908
H 14.0058 10.1327 13.8933
C 19.7609 21.0925 18.0757
C 20.6259 20.5366 17.0576
N 21.2565 19.9879 16.2794
H 19.2843 20.3136 18.6203
H 18.9729 21.6670 17.5550
H 20.3072 21.7673 18.7214
C 23.3175 17.3126 17.2751
C 22.2242 17.6343 18.1997
N 21.3868 17.9613 18.9157
H 24.1920 17.0319 17.8368
H 23.6134 18.1751 16.6833
H 22.9835 16.4705 16.6287
C 17.8655 10.6648 15.5518
C 19.0776 10.9142 16.3207
N 19.9845 11.1637 16.9610
H 18.1021 9.9151 14.8079
H 17.5289 11.6032 15.0562
H 17.0663 10.2948 16.2234
C 14.8430 19.2473 18.7260
C 14.5413 19.6074 17.3740
N 14.2485 19.9286 16.2924
H 14.4367 18.2829 18.9214
H 14.4633 19.9562 19.4254
H 15.9324 19.2306 18.8672
*
```

=====

Entry 3:
This record from the OMol25 dataset describes a single CH5N3O2S molecule at a distorted geometry. The level of theory is ωB97M-V with the def2-TZVPD basis set.

Maximum force, Eh/bohr: 0.0915
Lowest unoccupied orbital energy, eV: 0.63
HOMO-LUMO gap, Eh: 0.3589
Relative energy (zero: lowest compared OMol25 entry of this formula, charge and spin), kcal per mole: 41.7

ORCA input file:
```
! RIJCOSX wB97M-V def2-TZVPD def2/J DEFGRID3
* xyz 0 1
N -0.4983 -0.3504 -1.5875
S -0.3692 -0.7203 -0.0782
N 1.0696 -1.5066 0.1444
O -1.5335 -1.3806 0.3824
C 0.1496 0.9805 0.8023
N -0.3426 2.0495 0.1407
O 0.7870 0.8891 1.8306
H -0.9606 -1.0425 -2.1304
H 1.4389 -1.6000 1.0681
H 1.1376 -2.4041 -0.2940
H -0.0679 3.0576 0.5218
H -0.8104 2.0279 -0.8002
*
```

=====

Entry 4:
This record from the OMol25 dataset describes a single C24H24N2O5 molecule at a distorted geometry. The level of theory is ωB97M-V with the def2-TZVPD basis set.

Maximum force, Eh/bohr: 0.0196
Lowest unoccupied orbital energy, eV: 0.78
HOMO-LUMO gap, Eh: 0.3256
Relative energy (zero: lowest compared OMol25 entry of this formula, charge and spin), kcal per mole: 52.3

ORCA input file:
```
! RIJCOSX wB97M-V def2-TZVPD def2/J DEFGRID3
* xyz 0 1
C -1.7294 3.6095 -0.5584
O -2.8516 2.7635 -0.5197
C -3.6157 2.7355 0.6197
C -3.5322 3.7073 1.6096
C -4.3518 3.6772 2.7242
C -5.2780 2.6629 2.8686
C -5.3584 1.6775 1.9046
C -4.5367 1.6841 0.7811
O -4.7452 0.6328 -0.0668
C -3.8176 0.3110 -1.0811
C -2.4069 0.0910 -0.5983
C -2.1465 -0.2547 0.7212
C -0.8460 -0.4302 1.1564
C 0.2148 -0.2648 0.2728
C 1.6281 -0.3757 0.7202
O 2.4457 0.5007 0.5017
N 1.9525 -1.4852 1.4568
C 3.3546 -1.6501 1.7810
C 4.0890 -2.2060 0.5356
N 3.1280 -2.9069 -0.2909
C 2.6187 -2.4010 -1.4567
O 1.5243 -2.7322 -1.8751
C 3.5052 -1.5106 -2.2344
C 4.8578 -1.5203 -2.4712
C 5.1010 -0.4872 -3.4009
C 3.8847 0.0714 -3.6603
O 2.9222 -0.5464 -2.9735
C 2.2121 -3.7061 0.5000
C 1.2814 -2.7580 1.2962
C -0.0431 0.0831 -1.0493
C -1.3438 0.2481 -1.4799
H -1.1942 3.3413 -1.4681
H -1.0742 3.4463 0.3025
H -2.0189 4.6644 -0.6081
H -2.8230 4.5129 1.5062
H -4.2629 4.4517 3.4704
H -5.9287 2.6299 3.7287
H -6.0617 0.8644 1.9970
H -4.2099 -0.6228 -1.5037
H -3.8226 1.0741 -1.8683
H -2.9643 -0.3818 1.4152
H -0.6515 -0.6793 2.1899
H 3.4288 -2.3320 2.6307
H 3.7633 -0.6779 2.0561
H 4.5155 -1.3812 -0.0321
H 4.8877 -2.8939 0.8313
H 5.5785 -2.1946 -2.0552
H 6.0460 -0.2016 -3.8147
H 3.5938 0.8887 -4.2903
H 2.8050 -4.3385 1.1639
H 1.6278 -4.3314 -0.1746
H 0.3524 -2.6065 0.7480
H 1.0544 -3.1801 2.2810
H 0.7823 0.2130 -1.7318
H -1.5410 0.5144 -2.5077
*
```

=====

What is the formula in the fourth record?
C24H24N2O5

=====

What did the third record say?
This record from the OMol25 dataset describes a single CH5N3O2S molecule at a distorted geometry. The level of theory is ωB97M-V with the def2-TZVPD basis set.

Maximum force, Eh/bohr: 0.0915
Lowest unoccupied orbital energy, eV: 0.63
HOMO-LUMO gap, Eh: 0.3589
Relative energy (zero: lowest compared OMol25 entry of this formula, charge and spin), kcal per mole: 41.7

ORCA input file:
```
! RIJCOSX wB97M-V def2-TZVPD def2/J DEFGRID3
* xyz 0 1
N -0.4983 -0.3504 -1.5875
S -0.3692 -0.7203 -0.0782
N 1.0696 -1.5066 0.1444
O -1.5335 -1.3806 0.3824
C 0.1496 0.9805 0.8023
N -0.3426 2.0495 0.1407
O 0.7870 0.8891 1.8306
H -0.9606 -1.0425 -2.1304
H 1.4389 -1.6000 1.0681
H 1.1376 -2.4041 -0.2940
H -0.0679 3.0576 0.5218
H -0.8104 2.0279 -0.8002
*
```

=====

Copy entry 4 word for word.
This record from the OMol25 dataset describes a single C24H24N2O5 molecule at a distorted geometry. The level of theory is ωB97M-V with the def2-TZVPD basis set.

Maximum force, Eh/bohr: 0.0196
Lowest unoccupied orbital energy, eV: 0.78
HOMO-LUMO gap, Eh: 0.3256
Relative energy (zero: lowest compared OMol25 entry of this formula, charge and spin), kcal per mole: 52.3

ORCA input file:
```
! RIJCOSX wB97M-V def2-TZVPD def2/J DEFGRID3
* xyz 0 1
C -1.7294 3.6095 -0.5584
O -2.8516 2.7635 -0.5197
C -3.6157 2.7355 0.6197
C -3.5322 3.7073 1.6096
C -4.3518 3.6772 2.7242
C -5.2780 2.6629 2.8686
C -5.3584 1.6775 1.9046
C -4.5367 1.6841 0.7811
O -4.7452 0.6328 -0.0668
C -3.8176 0.3110 -1.0811
C -2.4069 0.0910 -0.5983
C -2.1465 -0.2547 0.7212
C -0.8460 -0.4302 1.1564
C 0.2148 -0.2648 0.2728
C 1.6281 -0.3757 0.7202
O 2.4457 0.5007 0.5017
N 1.9525 -1.4852 1.4568
C 3.3546 -1.6501 1.7810
C 4.0890 -2.2060 0.5356
N 3.1280 -2.9069 -0.2909
C 2.6187 -2.4010 -1.4567
O 1.5243 -2.7322 -1.8751
C 3.5052 -1.5106 -2.2344
C 4.8578 -1.5203 -2.4712
C 5.1010 -0.4872 -3.4009
C 3.8847 0.0714 -3.6603
O 2.9222 -0.5464 -2.9735
C 2.2121 -3.7061 0.5000
C 1.2814 -2.7580 1.2962
C -0.0431 0.0831 -1.0493
C -1.3438 0.2481 -1.4799
H -1.1942 3.3413 -1.4681
H -1.0742 3.4463 0.3025
H -2.0189 4.6644 -0.6081
H -2.8230 4.5129 1.5062
H -4.2629 4.4517 3.4704
H -5.9287 2.6299 3.7287
H -6.0617 0.8644 1.9970
H -4.2099 -0.6228 -1.5037
H -3.8226 1.0741 -1.8683
H -2.9643 -0.3818 1.4152
H -0.6515 -0.6793 2.1899
H 3.4288 -2.3320 2.6307
H 3.7633 -0.6779 2.0561
H 4.5155 -1.3812 -0.0321
H 4.8877 -2.8939 0.8313
H 5.5785 -2.1946 -2.0552
H 6.0460 -0.2016 -3.8147
H 3.5938 0.8887 -4.2903
H 2.8050 -4.3385 1.1639
H 1.6278 -4.3314 -0.1746
H 0.3524 -2.6065 0.7480
H 1.0544 -3.1801 2.2810
H 0.7823 0.2130 -1.7318
H -1.5410 0.5144 -2.5077
*
```

=====

Which of these has the lowest lowest unoccupied orbital energy?
C50H138N25O7P7